[1]
Computed, not measured: an isolated molecule of C5H13NO, with ωB97M-V/def2-TZVPD.

Geometry as XYZ:
```
20
Properties=species:S:1:pos:R:3:forces:R:3
C -0.40722 -0.54438 1.54394 1.42 -0.57 -0.57
C -0.46501 0.35993 0.30505 -0.71 0.57 0.00
C -1.88804 0.29674 -0.31184 -0.07 -0.83 -0.43
O -2.58490 1.54778 -0.30916 0.74 -0.44 0.28
N 0.59080 0.17649 -0.69365 0.45 -0.76 0.83
C 1.85451 0.79500 -0.29699 0.28 0.44 0.08
C 0.88137 -1.23472 -0.96782 0.05 -0.04 -0.30
H 0.64154 -0.77531 1.78583 -0.10 0.52 0.29
H -0.76347 -1.54630 1.30155 -0.58 0.09 0.12
H -0.89788 -0.11987 2.41144 -0.22 -0.06 0.01
H -0.34119 1.40395 0.61816 -0.09 -0.13 0.19
H -2.42871 -0.48295 0.22864 -0.55 0.61 0.35
H -1.91192 -0.10074 -1.33654 0.62 0.20 -0.03
H -1.88378 2.15721 -0.57496 -0.45 0.29 -0.06
H 1.74091 1.68997 0.31788 -0.45 0.16 -0.31
H 2.40140 1.07592 -1.19719 0.16 -0.05 0.03
H 2.50927 0.17248 0.32746 -0.10 -0.38 -0.16
H 1.48992 -1.76620 -0.22076 -0.03 0.39 0.36
H -0.02304 -1.83375 -1.05837 -0.14 0.18 -0.41
H 1.48543 -1.27124 -1.87268 -0.23 -0.19 -0.27
```
Forces are in eV/Å.

- 2S+1: 1
- SMILES string: C[C@H](CO)N(C)C
- Orbital gap: 9.8 eV
- LUMO level: 0.0363 hartree
- Electronic energy: -328.2552 Eh

[2]
Computed, not measured: a cluster of 2 separate species, C5H13NO in total, with ωB97M-V/def2-TZVPD.

Geometry as XYZ:
```
20
Properties=species:S:1:pos:R:3:forces:R:3
C 1.66427 -0.40945 -1.75585 1.36 -0.10 -0.68
C 1.10215 -0.72672 -0.39006 1.45 -1.00 1.87
C -0.20106 -0.06411 -0.10049 0.28 -0.16 -0.39
C -0.39692 0.98991 0.71119 -0.01 -1.71 -0.62
C -1.51280 1.93854 0.38703 -0.21 0.25 1.02
N 0.43678 1.27461 1.78384 -0.07 1.13 0.32
H 1.11591 -0.86178 -2.59493 0.25 -0.05 0.30
H 2.75898 -0.63565 -1.80324 -0.86 -0.72 -0.07
H 1.75691 0.64172 -1.97144 -0.73 0.74 0.19
H 1.17592 -1.82034 -0.18655 -0.76 0.21 -0.66
H 1.87424 -0.47400 0.36671 -0.36 0.69 -0.30
H -0.96858 -0.34903 -0.80825 -0.24 0.51 -0.17
H -1.46802 2.71098 1.19491 -0.63 -0.15 -1.03
H -2.49984 1.44306 0.33936 0.44 0.17 0.46
H -1.37253 2.32524 -0.62625 0.18 0.42 0.42
H 0.06566 1.95591 2.42764 0.04 0.12 -0.13
H 0.90396 0.55383 2.30631 -0.08 -0.37 -0.49
O -1.83734 -2.87521 0.36182 -0.29 -0.41 -0.22
H -1.16453 -2.32881 0.77118 0.23 0.21 -0.11
H -1.43318 -3.28870 -0.41294 0.02 0.22 0.30
```
Forces are in eV/Å.

- 2S+1: 1
- SMILES string: CC/C=C(/C)N.O
- Orbital gap: 8.7 eV
- LUMO level: 0.0333 hartree
- Electronic energy: -328.2620 Eh

[3]
Computed, not measured: a cluster of 2 separate species, C5H13NO in total, with ωB97M-V/def2-TZVPD.

Geometry as XYZ:
```
20
Properties=species:S:1:pos:R:3:forces:R:3
C 0.17166 -0.97456 -1.80766 -0.18 -0.37 0.55
C -0.92234 -0.75936 -0.75452 0.19 1.20 -1.07
C -0.52150 -0.45317 0.65173 -0.29 -1.52 -0.75
C -1.46418 -0.05861 1.58482 -0.25 0.19 0.85
C 1.98184 -0.35990 0.59842 0.22 -0.48 -0.22
N 0.67156 -0.81032 1.12776 0.36 1.31 0.85
H 0.80965 -1.79755 -1.49629 0.15 -0.10 -0.22
H 0.77655 -0.08652 -1.96295 0.03 0.09 -0.10
H -0.30427 -1.24810 -2.74710 0.07 0.06 0.01
H -1.56482 0.04121 -1.12888 -0.20 0.05 0.24
H -1.56720 -1.64148 -0.71242 0.05 -0.07 0.27
H -1.29496 -0.21078 2.64588 0.11 0.08 -0.02
H -2.35392 0.48541 1.33072 -0.31 -0.11 -0.36
H 1.89925 0.64127 0.17993 -0.08 -0.03 0.01
H 2.68867 -0.32567 1.43091 -0.21 -0.14 -0.17
H 2.34193 -1.03687 -0.16697 0.13 -0.03 0.01
H 0.66699 -0.78589 2.14086 0.21 -0.15 0.12
H 0.13218 1.94186 -0.69931 0.07 0.12 -0.15
H -0.37143 3.29398 -0.23481 -0.02 0.18 -0.14
O -0.28753 2.74562 -1.02396 -0.04 -0.28 0.31
```
Forces are in eV/Å.

- 2S+1: 2
- Orbital gap (alpha / beta): 10.8 / 8.0 eV
- Charge: +1
- LUMO level (alpha / beta): -0.1527 / -0.2637 hartree
- Electronic energy: -327.9758 Eh

[4]
Computed, not measured: a cluster of 2 separate species, C5H13NO in total, with ωB97M-V/def2-TZVPD.

Geometry as XYZ:
```
20
Properties=species:S:1:pos:R:3:forces:R:3
C -0.83670 -2.01257 0.51659 0.97 -2.35 -1.74
N -0.55751 -0.72730 -0.16713 -2.16 -0.52 1.19
C 0.13475 0.20613 0.39379 0.09 -0.61 1.20
C -0.47596 1.50896 0.50677 0.37 0.33 -0.28
C -0.23194 2.71333 -0.27993 0.17 0.94 0.50
C 1.24652 -0.29203 1.23097 0.94 -0.08 0.34
H -0.57399 -2.11092 1.56419 -0.41 0.87 0.17
H -1.85456 -2.29460 0.23937 -0.03 0.34 0.60
H -0.26412 -2.83621 0.06295 0.11 0.37 -0.17
H -1.42420 -0.44980 -0.62199 0.28 0.48 -0.18
H -1.12455 1.51733 1.36793 -0.37 0.01 0.15
H -0.75346 2.70873 -1.23154 0.04 -0.09 -0.40
H -0.59130 3.59213 0.25920 -0.10 -0.11 -0.04
H 0.83066 2.88001 -0.42616 0.24 -0.07 -0.39
H 2.11179 0.36550 1.28395 -0.10 0.24 -0.21
H 1.57083 -1.27572 0.90025 0.11 0.03 -0.21
H 0.95270 -0.43628 2.27904 -0.37 0.29 -0.12
H 0.01843 -0.74429 -2.21639 -0.04 -0.17 -0.31
H 1.29453 -0.89745 -2.98127 -0.17 -0.49 -0.15
O 0.52810 -1.41496 -2.68060 0.43 0.58 0.05
```
Forces are in eV/Å.

- 2S+1: 2
- Orbital gap (alpha / beta): 8.3 / 9.8 eV
- Charge: +1
- LUMO level (alpha / beta): -0.1851 / -0.1921 hartree
- Electronic energy: -327.9508 Eh

[5]
Computed, not measured: a cluster of 2 separate species, C5H13NO in total, with ωB97M-V/def2-TZVPD.

Geometry as XYZ:
```
20
Properties=species:S:1:pos:R:3:forces:R:3
C 1.26881 2.60331 -0.52945 1.29 -0.85 0.87
C 0.86495 1.26293 0.13826 -1.05 1.04 0.73
C 0.75940 0.12488 -0.85804 2.09 0.05 -0.87
C -0.17534 -1.00634 -0.52459 0.21 1.58 0.55
C 0.75457 -3.06214 0.47050 0.77 -0.47 -0.01
N 0.41284 -1.87431 0.50849 -0.99 -0.73 -1.49
H 1.13896 2.56332 -1.60342 -0.27 0.35 -0.10
H 0.84408 3.46992 -0.05056 -0.61 0.18 -0.15
H 2.34093 2.72192 -0.31653 -0.12 0.05 -0.49
H 1.56287 1.07936 0.96805 0.21 -0.46 -0.50
H -0.05856 1.36704 0.73259 -0.23 0.11 -0.62
H 0.70258 0.39386 -1.92302 -1.40 0.58 0.30
H 1.79680 -0.16972 -1.02589 0.27 -1.06 0.60
H -0.51576 -1.58114 -1.39311 0.38 -0.62 0.26
H -1.08220 -0.52323 -0.15435 -0.12 -0.39 0.46
H 1.11201 -3.69939 1.28332 -0.24 0.45 0.34
H 0.82901 -3.53777 -0.52646 -0.18 0.18 0.12
H -4.00137 0.60048 2.02410 -0.31 -0.30 -0.05
H -4.06960 -0.52287 0.98334 -0.22 0.08 0.12
O -4.48497 -0.21009 1.79676 0.51 0.23 -0.07
```
Forces are in eV/Å.

- 2S+1: 2
- Orbital gap (alpha / beta): 8.9 / 5.4 eV
- Charge: +1
- LUMO level (alpha / beta): -0.1920 / -0.3216 hartree
- Electronic energy: -327.9050 Eh

[6]
Computed, not measured: a cluster of 2 separate species, C5H13NO2 in total, with ωB97M-V/def2-TZVPD.

Geometry as XYZ:
```
21
Properties=species:S:1:pos:R:3:forces:R:3
C -1.25285 1.57643 -0.10800 -0.41 -1.29 -0.14
C -0.32288 0.61201 0.67384 3.22 0.16 -1.13
C 0.97688 0.63348 -0.22146 -0.23 0.26 0.16
C 2.23168 0.15446 0.45253 0.94 0.01 -0.25
O 3.17515 -0.29915 -0.56722 -0.06 -0.35 0.28
N -0.62428 -0.83679 0.87865 -2.28 2.34 -0.42
C -1.97362 -0.64708 1.20860 -0.90 -1.75 0.94
O -1.15466 -2.14930 -2.14688 -0.05 -0.29 0.17
H -0.73317 2.49225 -0.38710 -0.05 0.18 0.34
H -2.19724 1.74689 0.40623 0.02 0.30 0.02
H -1.49021 1.05565 -1.04579 -0.13 0.10 -0.01
H -0.02000 1.11069 1.61988 -0.37 0.04 0.17
H 0.74174 -0.00680 -1.07410 0.13 -0.31 0.16
H 1.20654 1.60232 -0.68640 -0.18 0.19 0.30
H 2.04304 -0.61043 1.20223 -0.27 -0.37 -0.22
H 2.82725 0.91682 0.96947 -0.64 0.42 0.11
H 3.40887 -1.19601 -0.32724 0.05 -0.15 -0.16
H -1.02191 -2.12958 -1.17818 0.04 0.63 0.11
H -2.38860 -0.45518 2.22292 0.66 0.12 0.16
H -2.85148 -0.70983 0.54588 0.41 -0.20 -0.52
H -0.58023 -2.86086 -2.43785 0.07 -0.03 -0.07
```
Forces are in eV/Å.

- 2S+1: 2
- Orbital gap (alpha / beta): 5.4 / 5.7 eV
- Charge: -1
- LUMO level (alpha / beta): 0.1366 / 0.1365 hartree
- Electronic energy: -403.4197 Eh